(1)
Density functional theory data (the ωB97M-V functional and the def2-TZVPD basis) for C25H26N4O3S in the gas phase in a non-equilibrium geometry.

Summary:
* HOMO-LUMO gap: 9.1 eV
* highest occupied orbital energy: -8.4698 eV
* SMILES: COc1cccc(CNC(=O)CSCc2cnn(-c3ccccc3)c2-n2cccc2)c1OC
* energy above the lowest of the compared OMol25 structures with the same formula, charge and spin: 54.4 kcal per mole
* E_tot: -49284.53757 eV

Structure (ORCA input):
```
! RIJCOSX wB97M-V def2-TZVPD def2/J DEFGRID3
* xyz 0 1
C -1.58 -2.51 3.06
H -2.20 -2.04 3.83
O -1.69 -1.69 1.91
C -0.92 -2.12 0.84
C -1.57 -2.62 -0.27
C -0.84 -3.06 -1.36
C 0.54 -3.03 -1.33
C 1.21 -2.52 -0.23
C 0.48 -2.03 0.86
O 1.17 -1.53 1.94
C 0.83 -0.21 2.34
H 1.45 0.02 3.20
H -0.22 -0.12 2.61
H 1.06 0.50 1.53
C 2.72 -2.54 -0.19
N 3.32 -1.28 0.15
C 4.11 -0.59 -0.69
O 4.37 -0.94 -1.83
C 4.69 0.68 -0.10
H 5.33 0.43 0.75
H 5.28 1.20 -0.85
S 3.45 1.82 0.56
C 2.59 2.33 -0.99
C 1.40 1.50 -1.28
C 0.10 1.70 -0.83
N -0.66 0.70 -1.35
N 0.08 -0.10 -2.13
C 1.31 0.35 -2.08
H 2.09 -0.14 -2.63
C -2.02 0.41 -1.15
C -2.73 -0.16 -2.20
C -4.06 -0.48 -2.02
C -4.68 -0.25 -0.80
C -3.96 0.31 0.24
C -2.63 0.63 0.08
H -2.07 1.04 0.91
H -4.44 0.48 1.20
H -5.72 -0.50 -0.67
H -4.62 -0.92 -2.84
H -2.23 -0.34 -3.13
N -0.42 2.75 -0.09
C -1.56 3.44 -0.39
C -1.71 4.44 0.53
C -0.62 4.36 1.42
C 0.16 3.32 1.01
H 1.07 2.94 1.43
H -0.44 5.00 2.26
H -2.51 5.16 0.56
H -2.17 3.18 -1.23
H 2.31 3.37 -0.83
H 3.33 2.25 -1.79
H 3.11 -0.90 1.06
H 3.11 -2.82 -1.17
H 3.04 -3.29 0.55
H 1.11 -3.39 -2.17
H -1.35 -3.44 -2.23
H -2.65 -2.65 -0.26
H -1.96 -3.52 2.86
H -0.55 -2.58 3.42
*
```


(2)
Density functional theory data (the ωB97M-V functional and the def2-TZVPD basis) for a molecular structure, C12H17Cl2N6O4Ru in a non-equilibrium geometry.

Summary:
* HOMO-LUMO gap (alpha / beta): 5.2 / 5.2 eV
* highest occupied orbital energy (alpha / beta): -18.5351 / -18.5209 eV
* energy above the lowest of the compared OMol25 structures with the same formula, charge and spin: 0.0 kcal per mole
* E_tot: -57445.84150 eV

Structure (ORCA input):
```
! RIJCOSX wB97M-V def2-TZVPD def2/J DEFGRID3
* xyz 3 1
Ru 0.07 0.01 0.59
O 2.11 0.01 0.18
C 2.87 0.97 0.03
C 2.46 2.36 0.07
C 3.43 3.33 -0.08
C 3.04 4.67 -0.11
C 1.72 5.09 -0.03
C 0.73 4.12 0.11
C 1.08 2.76 0.19
O 0.10 1.91 0.36
N 4.11 5.70 -0.24
O 3.74 6.84 -0.38
O 5.24 5.28 -0.19
H 3.93 0.75 -0.15
H 4.48 3.10 -0.18
H 1.49 6.14 -0.07
H -0.31 4.39 0.18
C -4.68 0.54 0.53
N -4.08 -0.78 0.34
C -5.01 -1.88 -0.01
C -2.77 -0.96 0.37
N -1.90 0.02 0.55
N -2.31 -2.26 0.19
C -1.03 -2.73 0.17
N -0.87 -4.02 -0.06
N 0.00 -1.92 0.39
H -5.67 0.41 0.95
H -4.76 1.07 -0.43
H -4.11 1.13 1.25
H -6.02 -1.52 0.15
H -4.87 -2.74 0.65
H -4.91 -2.16 -1.06
H -2.34 0.93 0.58
H -3.04 -2.95 0.03
H -1.64 -4.65 -0.23
H 0.05 -4.43 -0.11
H 0.90 -2.40 0.38
Cl 0.93 0.06 2.69
C -0.38 -0.09 4.01
Cl -1.51 1.20 3.92
H 0.23 -0.06 4.91
H -0.85 -1.06 3.84
*
```


(3)
Density functional theory data (the ωB97M-V functional and the def2-TZVPD basis) for C4H8FN3 in the gas phase in a non-equilibrium geometry.

Summary:
* HOMO-LUMO gap: 10.0 eV
* highest occupied orbital energy: -9.2392 eV
* SMILES: [H]/N=C(\N)N[C@H]1C[C@@H]1F
* energy above the lowest of the compared OMol25 structures with the same formula, charge and spin: 10.9 kcal per mole
* E_tot: -11464.32895 eV

Structure (ORCA input):
```
! RIJCOSX wB97M-V def2-TZVPD def2/J DEFGRID3
* xyz 0 1
C 1.44 -0.38 0.26
C -0.79 -0.03 -0.76
C -1.82 -0.50 0.25
C -2.05 0.74 -0.54
H 2.43 1.37 0.90
H 3.28 -0.08 0.98
H 2.12 -1.94 0.84
H 0.69 1.38 -0.65
H -0.77 -0.57 -1.66
H -1.53 -0.37 1.30
H -2.42 -1.31 -0.06
H -1.91 1.61 0.10
N 2.59 0.42 0.43
N 1.27 -1.62 0.35
N 0.45 0.47 -0.24
F -2.97 0.81 -1.50
*
```


(4)
Density functional theory data (the ωB97M-V functional and the def2-TZVPD basis) for C4H6N2 in the gas phase in a non-equilibrium geometry.

Summary:
* HOMO-LUMO gap: 11.2 eV
* highest occupied orbital energy: -10.3284 eV
* SMILES: C[C@@]1(C#N)CN1
* energy above the lowest of the compared OMol25 structures with the same formula, charge and spin: 49.8 kcal per mole
* E_tot: -7223.42927 eV

Structure (ORCA input):
```
! RIJCOSX wB97M-V def2-TZVPD def2/J DEFGRID3
* xyz 0 1
C 1.41 -0.22 0.21
C -0.03 0.28 0.13
C -0.97 -0.72 -0.39
N -0.94 -0.40 1.05
C -0.15 1.65 -0.36
N -0.19 2.72 -0.81
H 1.80 -0.30 -0.81
H 1.41 -1.22 0.65
H 2.07 0.42 0.79
H -1.80 -0.28 -0.95
H -0.67 -1.73 -0.62
H -1.92 -0.19 1.10
*
```


(5)
Density functional theory data (the ωB97M-V functional and the def2-TZVPD basis) for C6H10O in the gas phase.

Summary:
* HOMO-LUMO gap: 10.1 eV
* highest occupied orbital energy: -9.1992 eV
* SMILES: CC1=CCC[C@H]1O
* energy above the lowest of the compared OMol25 structures with the same formula, charge and spin: 1.6 kcal per mole
* E_tot: -8431.17250 eV

Structure (ORCA input):
```
! RIJCOSX wB97M-V def2-TZVPD def2/J DEFGRID3
* xyz 0 1
C 2.24 0.07 0.08
C 0.76 -0.15 0.00
C 0.07 -1.20 0.44
C -1.42 -1.00 0.37
C -1.53 0.15 -0.65
C -0.19 0.91 -0.55
O -0.24 2.08 0.26
H 2.46 1.01 0.60
H 2.69 0.14 -0.92
H 2.71 -0.75 0.62
H 0.55 -2.12 0.78
H -1.80 -0.71 1.36
H -1.97 -1.90 0.07
H -1.61 -0.29 -1.65
H -2.38 0.82 -0.50
H 0.15 1.27 -1.52
H -0.44 1.79 1.16
*
```


(6)
Density functional theory data (the ωB97M-V functional and the def2-TZVPD basis) for C20H26N4O4 in the gas phase.

Summary:
* HOMO-LUMO gap: 8.8 eV
* highest occupied orbital energy: -8.3579 eV
* SMILES: CCCCCCC(=O)N/N=C/c1c(O)n(CCc2ccccc2)c(=O)[nH]c1=O
* energy above the lowest of the compared OMol25 structures with the same formula, charge and spin: 22.5 kcal per mole
* E_tot: -35314.31022 eV

Structure (ORCA input):
```
! RIJCOSX wB97M-V def2-TZVPD def2/J DEFGRID3
* xyz 0 1
C -1.63 4.97 4.35
H -1.83 6.03 4.30
C -0.48 4.60 3.41
C -0.80 4.95 1.96
C 0.34 4.57 1.02
C 0.03 4.92 -0.43
C 1.18 4.55 -1.38
C 1.48 3.06 -1.33
O 2.48 2.58 -0.86
N 0.49 2.30 -1.89
N 0.60 0.96 -1.89
C -0.31 0.22 -2.39
C -0.19 -1.21 -2.38
C 0.92 -1.84 -1.84
N 1.04 -3.19 -1.83
C 0.06 -4.02 -2.37
O 0.17 -5.23 -2.39
N -1.02 -3.37 -2.89
C -1.26 -2.00 -2.94
O -2.29 -1.58 -3.42
H -1.75 -3.97 -3.27
C 2.14 -3.82 -1.13
H 3.07 -3.31 -1.39
H 2.18 -4.86 -1.47
C 1.91 -3.77 0.39
C 0.54 -4.30 0.71
C 0.31 -5.66 0.82
C -0.97 -6.15 1.02
C -2.04 -5.28 1.10
C -1.82 -3.91 0.99
C -0.54 -3.43 0.80
H -0.38 -2.36 0.72
H -2.66 -3.22 1.05
H -3.04 -5.66 1.25
H -1.13 -7.21 1.11
H 1.14 -6.35 0.75
H 2.68 -4.37 0.88
H 2.01 -2.74 0.74
O 1.93 -1.18 -1.29
H 1.75 -0.20 -1.36
H -1.23 0.62 -2.83
H -0.34 2.73 -2.30
H 0.93 4.84 -2.40
H 2.08 5.08 -1.08
H -0.16 5.99 -0.51
H -0.89 4.41 -0.74
H 1.25 5.09 1.32
H 0.54 3.50 1.10
H -0.99 6.02 1.88
H -1.71 4.43 1.65
H 0.42 5.12 3.72
H -0.28 3.52 3.49
H -1.38 4.71 5.37
H -2.54 4.44 4.06
*
```